This record from the Open Molecules 2025 dataset describes a molecular structure, C3H5NO. The level of theory is ωB97M-V with the def2-TZVPD basis set.

Geometry as XYZ:
```
10
Properties=species:S:1:pos:R:3:lowdin_charge:R:1
C -1.21228 0.93178 0.08753 -0.172
O -0.83245 0.35098 -0.96335 -0.134
C 0.67825 -0.70373 -0.69587 0.039
C 0.83658 -0.42328 0.72606 -0.422
N 1.81160 -1.03690 1.08570 0.192
H -2.04740 0.52143 0.67295 0.095
H -0.91380 1.97046 0.28960 0.095
H 0.00657 0.31130 1.17559 0.101
H 1.37227 -0.24112 -1.39077 0.103
H 0.30067 -1.68092 -0.98744 0.104
```

Values from the calculation:
- Charge: 0
- Gap between HOMO and LUMO (spin up / spin down): 0.31134 / 0.31142 hartree
- E_tot: -247.11757 Eh
- Energy relative to the best compared isomer or geometry (same formula, charge and spin): 119.0 kcal/mol
- HOMO energy (spin up / spin down): -0.32367 / -0.32380 Ha

***

This record from the Open Molecules 2025 dataset describes 2 unconnected molecules or ions with the total composition C3H5NO in a non-equilibrium geometry. The level of theory is ωB97M-V with the def2-TZVPD basis set.

Geometry as XYZ:
```
10
Properties=species:S:1:pos:R:3:lowdin_charge:R:1
C -0.45736 0.11411 -0.05327 -0.638
C 0.83560 -0.69483 -0.11339 -0.088
C 1.99247 0.00145 0.07223 0.055
H -1.64748 -1.59343 0.86428 0.243
H -2.55642 -0.05977 0.31368 0.129
H 0.75052 -1.76411 -0.23815 0.083
H 2.92091 -0.48071 0.06768 0.036
H 1.90186 1.08230 0.33397 0.086
N -1.65588 -0.59572 -0.09182 0.035
O -0.50032 1.30767 -0.01653 0.058
```

Values from the calculation:
- Charge: 0
- Gap between HOMO and LUMO: 0.37777 hartree
- E_tot: -247.22765 Eh
- Energy relative to the best compared isomer or geometry (same formula, charge and spin): 49.9 kcal/mol
- HOMO energy: -0.36583 Ha

***

This record from the Open Molecules 2025 dataset describes C3H5NO in the gas phase in a non-equilibrium geometry. The level of theory is ωB97M-V with the def2-TZVPD basis set.

Geometry as XYZ:
```
10
Properties=species:S:1:pos:R:3:lowdin_charge:R:1
O -0.68867 -2.04368 0.72150 0.036
C -0.27855 -0.97549 0.30486 -0.570
C 0.82388 -0.25113 -0.48377 -0.048
C 0.00728 1.03860 -0.14739 -0.103
N -0.96323 0.12256 0.57134 0.076
H 1.81814 -0.31889 -0.03427 0.110
H 0.87171 -0.52266 -1.54159 0.110
H 0.53267 1.75529 0.49466 0.104
H -0.40705 1.55746 -1.02024 0.104
H -1.70066 -0.38536 1.12289 0.181
```

Values from the calculation:
- Charge: 0
- Gap between HOMO and LUMO: 0.39284 hartree
- SMILES: O=C1CCN1
- E_tot: -247.24694 Eh
- Energy relative to the best compared isomer or geometry (same formula, charge and spin): 37.8 kcal/mol
- HOMO energy: -0.35737 Ha

***

This record from the Open Molecules 2025 dataset describes C3H5NO in the gas phase in a non-equilibrium geometry. The level of theory is ωB97M-V with the def2-TZVPD basis set.

Geometry as XYZ:
```
10
Properties=species:S:1:pos:R:3:lowdin_charge:R:1
C 0.64514 -0.96565 0.62289 -0.099
O -0.67672 -0.84585 0.13015 -0.177
C -0.82446 0.21938 -0.75914 -0.226
C -0.59843 1.52094 -0.08791 -0.184
N -0.23177 2.47956 0.44497 0.152
H 0.65137 -1.82892 1.28943 0.094
H 0.95168 -0.06887 1.17915 0.085
H 1.35461 -1.13205 -0.20139 0.094
H -1.82012 0.15237 -1.20792 0.132
H -0.07834 0.18401 -1.56783 0.129
```

Values from the calculation:
- Charge: 0
- Gap between HOMO and LUMO: 0.43279 hartree
- SMILES: COCC#N
- E_tot: -247.26590 Eh
- Energy relative to the best compared isomer or geometry (same formula, charge and spin): 25.9 kcal/mol
- HOMO energy: -0.40240 Ha

***

This record from the Open Molecules 2025 dataset describes C3H5NO in the gas phase in a non-equilibrium geometry. The level of theory is ωB97M-V with the def2-TZVPD basis set.

Geometry as XYZ:
```
10
Properties=species:S:1:pos:R:3:lowdin_charge:R:1
C 0.57858 -0.94691 -0.22700 -0.063
C 0.07130 0.45353 0.15502 -0.421
O -0.00283 1.18860 -0.98848 -0.006
C -1.42753 0.65667 0.96016 -0.124
N -1.84501 -0.43405 0.88546 0.137
H -0.02119 -1.41759 -1.01116 0.085
H 0.63038 -1.61465 0.63470 0.080
H 1.60063 -0.83445 -0.62497 0.089
H 0.68094 0.87011 0.94885 0.115
H -0.26527 2.07873 -0.73259 0.109
```

Values from the calculation:
- Charge: 0
- Gap between HOMO and LUMO: 0.39993 hartree
- SMILES: C[C@@H](O)C#N
- E_tot: -247.21288 Eh
- Energy relative to the best compared isomer or geometry (same formula, charge and spin): 59.2 kcal/mol
- HOMO energy: -0.40036 Ha

***

This record from the Open Molecules 2025 dataset describes C3H5NO in the gas phase in a non-equilibrium geometry. The level of theory is ωB97M-V with the def2-TZVPD basis set.

Geometry as XYZ:
```
10
Properties=species:S:1:pos:R:3:lowdin_charge:R:1
O -1.60962 0.94400 0.85872 -0.009
C -1.40090 0.17745 -0.09223 -0.280
N -0.13098 -0.21875 -0.12355 -0.246
C 0.97121 -0.62766 -0.85839 0.014
C 0.48072 0.49293 0.90703 0.076
H -2.14318 -0.14324 -0.82779 0.143
H 1.44008 -1.55273 -0.52214 0.048
H 0.85216 -0.55538 -1.95357 0.065
H 0.79064 1.51736 0.76480 0.092
H 0.68043 -0.00466 1.85101 0.096
```

Values from the calculation:
- Charge: 0
- Gap between HOMO and LUMO (spin up / spin down): 0.32160 / 0.29275 hartree
- E_tot: -247.13853 Eh
- Energy relative to the best compared isomer or geometry (same formula, charge and spin): 105.9 kcal/mol
- HOMO energy (spin up / spin down): -0.30408 / -0.29396 Ha

***

This record from the Open Molecules 2025 dataset describes C3H5NO in the gas phase. The level of theory is ωB97M-V with the def2-TZVPD basis set.

Geometry as XYZ:
```
10
Properties=species:S:1:pos:R:3:lowdin_charge:R:1
C 0.80240 -0.56488 0.44884 -0.131
C -0.41083 0.24759 0.75392 -0.248
C -0.92983 0.69701 -0.59759 0.056
N 0.96870 -0.68316 -0.80950 -0.136
O 1.74707 -1.21368 -1.58140 0.029
H 1.46621 -1.02159 1.18811 0.124
H -1.15031 -0.35574 1.28339 0.101
H -0.16564 1.10317 1.39143 0.103
H -1.74124 0.16950 -1.06327 0.051
H -0.58652 1.62178 -1.01392 0.051
```

Values from the calculation:
- Charge: 0
- Gap between HOMO and LUMO (spin up / spin down): 0.30360 / 0.35896 hartree
- E_tot: -247.13434 Eh
- Energy relative to the best compared isomer or geometry (same formula, charge and spin): 108.5 kcal/mol
- HOMO energy (spin up / spin down): -0.31301 / -0.34613 Ha

***

This record from the Open Molecules 2025 dataset describes C3H5NO in the gas phase in a non-equilibrium geometry. The level of theory is ωB97M-V with the def2-TZVPD basis set.

Geometry as XYZ:
```
10
Properties=species:S:1:pos:R:3:lowdin_charge:R:1
C -1.18189 -0.07597 -0.09877 -0.525
C -0.06658 0.97323 -0.10294 -0.078
C 0.93758 -0.23057 0.09062 -0.177
H 0.16322 1.46662 -1.10419 0.128
H -0.11562 1.77285 0.63992 0.103
H 1.34386 -0.35230 1.16370 0.123
H 1.81036 -0.30976 -0.61166 0.105
H -0.27513 -2.08695 0.26893 0.211
N -0.24241 -1.06932 -0.29025 0.023
O -2.37339 -0.08782 0.04463 0.086
```

Values from the calculation:
- Charge: 0
- Gap between HOMO and LUMO: 0.39716 hartree
- SMILES: O=C1CCN1
- E_tot: -247.26829 Eh
- Energy relative to the best compared isomer or geometry (same formula, charge and spin): 24.4 kcal/mol
- HOMO energy: -0.36432 Ha

***

This record from the Open Molecules 2025 dataset describes C3H5NO in the gas phase in a non-equilibrium geometry. The level of theory is ωB97M-V with the def2-TZVPD basis set.

Geometry as XYZ:
```
10
Properties=species:S:1:pos:R:3:lowdin_charge:R:1
C -0.28676 -0.72005 -0.57321 -0.199
C -1.59376 -0.14176 -1.32163 0.025
C 0.89424 0.53807 1.23167 -0.200
N -1.65696 -1.22844 -0.70756 0.108
O 0.68460 -0.70516 0.68137 -0.188
H 0.53273 -1.08718 -1.22921 0.121
H -1.61026 0.59291 -2.02178 0.073
H 1.43684 1.34888 0.49297 0.119
H 1.59698 0.28858 2.00633 0.074
H 0.00236 1.11415 1.44104 0.066
```

Values from the calculation:
- Charge: 0
- Gap between HOMO and LUMO: 0.36803 hartree
- SMILES: CO[C@@H]1C=N1
- E_tot: -247.10598 Eh
- Energy relative to the best compared isomer or geometry (same formula, charge and spin): 126.3 kcal/mol
- HOMO energy: -0.34472 Ha

***

This record from the Open Molecules 2025 dataset describes 2 unconnected molecules or ions with the total composition C3H5NO in a non-equilibrium geometry. The level of theory is ωB97M-V with the def2-TZVPD basis set.

Geometry as XYZ:
```
10
Properties=species:S:1:pos:R:3:lowdin_charge:R:1
C 1.23890 -0.85871 -0.62589 -0.199
C -1.07884 0.06666 -0.26403 -0.049
C 0.38461 -0.02141 0.18156 -0.427
N 1.82194 -1.56289 -1.30691 0.171
O 0.95913 1.25392 0.33715 -0.026
H -1.26812 0.77193 -1.05556 0.091
H -1.53331 -0.86741 -0.54881 0.086
H -1.62954 0.25499 0.55770 0.030
H 0.32512 -0.61300 1.51428 0.237
H 0.78012 1.57592 1.21049 0.086
```

Values from the calculation:
- Charge: 0
- Gap between HOMO and LUMO: 0.40979 hartree
- E_tot: -247.23033 Eh
- Energy relative to the best compared isomer or geometry (same formula, charge and spin): 48.3 kcal/mol
- HOMO energy: -0.40165 Ha